1.
Computed, not measured: one molecule with the formula C3H4N4S, with the ωB97M-V functional and the def2-TZVPD basis.

CARTESIAN COORDINATES (ANGSTROEM)
S 2.935 0.286 -0.010
N 1.743 -0.962 -0.194
C 0.564 -0.434 -0.103
N 0.422 0.977 0.048
C -0.806 1.327 -0.091
C -1.927 0.470 -0.078
N -1.778 -0.817 0.006
N -0.538 -1.214 0.008
H 3.830 -0.636 0.108
H -1.031 2.420 0.127
H -2.971 0.855 -0.194
H -0.442 -2.272 0.374

Computed properties:
HOMO	-7.849	eV
orbital gap	7.405	eV
spin multiplicity	1
net charge	0
structure (SMILES)	S/N=c1\nccn[nH]1
DFT total energy	-733.8448	Ha

In elementary charge units, the Mulliken charges are: atom 1 (S): -0.11, atom 2 (N): -0.58, atom 3 (C): 0.58, atom 4 (N): -0.37, atom 5 (C): -0.05, atom 6 (C): -0.12, atom 7 (N): -0.76, atom 8 (N): 0.27, atom 9 (H): 0.14, atom 10 (H): 0.30, atom 11 (H): 0.36, atom 12 (H): 0.35

2.
Computed, not measured: a 2-piece molecular cluster, C2H3N3O2 overall, with the ωB97M-V functional and the def2-TZVPD basis.

CARTESIAN COORDINATES (ANGSTROEM)
C -0.461 -1.504 0.574
C -0.162 -0.191 0.671
N 1.079 0.198 -1.603
N 0.274 -0.383 -2.162
N -1.040 0.772 1.197
O -0.533 -2.643 0.570
O 1.048 0.200 0.248
H 1.852 0.831 -1.613
H -1.591 1.247 0.474
H -0.466 1.472 1.642

Computed properties:
HOMO	-7.497	eV
orbital gap	7.828	eV
spin multiplicity	1
net charge	0
DFT total energy	-392.6042	Ha

In elementary charge units, the Mulliken charges are: atom 1 (C): 0.76, atom 2 (C): -0.07, atom 3 (N): 0.41, atom 4 (N): -0.36, atom 5 (N): -0.63, atom 6 (O): -0.34, atom 7 (O): -0.60, atom 8 (H): 0.29, atom 9 (H): 0.23, atom 10 (H): 0.31

3.
Computed, not measured: one molecule with the formula C4H7N, with the ωB97M-V functional and the def2-TZVPD basis.

CARTESIAN COORDINATES (ANGSTROEM)
C -0.930 0.835 -0.421
C -0.024 -0.411 -0.373
C 1.338 -0.098 0.253
C -0.698 -1.360 0.519
N -1.325 -1.549 1.471
H -0.522 1.546 -1.142
H -1.949 0.578 -0.722
H -0.992 1.329 0.557
H 0.085 -0.818 -1.380
H 1.855 0.651 -0.349
H 1.210 0.296 1.270
H 1.952 -0.999 0.317

Computed properties:
HOMO	-11.486	eV
orbital gap	12.431	eV
spin multiplicity	1
net charge	0
structure (SMILES)	CC(C)C#N
DFT total energy	-211.3484	Ha

In elementary charge units, the Mulliken charges are: atom 1 (C): -1.27, atom 2 (C): 0.50, atom 3 (C): -1.25, atom 4 (C): 0.20, atom 5 (N): -0.48, atom 6 (H): 0.36, atom 7 (H): 0.35, atom 8 (H): 0.32, atom 9 (H): 0.24, atom 10 (H): 0.35, atom 11 (H): 0.33, atom 12 (H): 0.34